Run 1
Formula: C3H2N2O2
Source: the OMol25 dataset
Level of theory: ωB97M-V with the def2-TZVPD basis set

Geometry (Å):
C: 0.3895 1.3939 1.0226
C: 0.2012 -0.5304 -0.1951
C: -0.9936 -0.8119 -1.1960
H: 0.0203 2.1970 1.5030
H: -1.2973 0.8790 0.0480
N: -0.5552 0.4283 0.5241
N: -2.0605 -0.8961 -1.7179
O: 1.4947 1.0733 1.1607
O: 1.2558 -1.0871 -0.0337

Values from the calculation:
LUMO = -0.014 hartree
Spin multiplicity = 1
Frontier orbital gap = 10.4 eV



Run 2
Formula: C3H2N2O2
Source: the OMol25 dataset
Level of theory: ωB97M-V with the def2-TZVPD basis set

Geometry (Å):
C: -1.7881 0.2894 -0.0289
C: -0.3443 -0.0289 0.0386
C: 1.7373 0.0763 -0.0639
H: -2.0556 1.3977 0.0372
H: 2.8203 0.4436 0.1194
N: 0.0556 -1.2810 0.0519
N: 1.4457 -1.1803 -0.0712
O: -2.5946 -0.6035 -0.0556
O: 0.7237 0.8866 -0.0275

Values from the calculation:
LUMO = -0.025 hartree
Spin multiplicity = 1
Frontier orbital gap = 10.1 eV



How far above the most stable structure does each one sit? In kcal/mol: run 1 4.7; run 2 0.0.